An isolated molecule of C12H21N3O2S, computed with wB97M-V/def2-TZVPD.

Summary:
Relative energy (zero: lowest compared OMol25 entry of this formula, charge and spin) = 105.6 kJ/mol
Structure (SMILES) = C=CCn1c(CC[C@H](O)COCCC)n[nH]c1=S
Max |F| = 0.0185 hartree/bohr

Geometry as ORCA input:
```
! RIJCOSX wB97M-V def2-TZVPD def2/J DEFGRID3
* xyz 0 1
C 0.66879 -2.93291 -0.11762
C 1.74209 -2.28329 0.28922
C 2.78419 -1.71527 -0.62926
N 3.00357 -0.31660 -0.35990
C 2.15074 0.72894 -0.58949
C 0.85303 0.55421 -1.28443
C -0.04559 1.79264 -1.28756
C -0.49043 2.29983 0.10014
O 0.34304 3.31900 0.58761
C -0.60092 1.17311 1.15503
O -1.29122 0.02355 0.72875
C -2.69347 0.16869 0.63062
C -3.29077 -1.19861 0.31532
C -4.80549 -1.13282 0.17772
N 2.65034 1.83915 -0.14186
N 3.85398 1.51287 0.39846
C 4.11219 0.18623 0.28659
S 5.43408 -0.63958 0.78920
H -0.05030 -3.32922 0.57668
H 0.47054 -3.10427 -1.16342
H 1.92972 -2.12063 1.34157
H 3.74824 -2.20793 -0.44905
H 2.49893 -1.84750 -1.67659
H 0.31900 -0.27774 -0.81835
H 1.06280 0.27257 -2.32207
H 0.46261 2.61983 -1.78655
H -0.93320 1.54146 -1.87007
H -1.47181 2.77818 -0.00647
H 1.26515 3.02857 0.48578
H -1.06622 1.59464 2.05714
H 0.40342 0.83178 1.42153
H -2.95513 0.88308 -0.16323
H -3.09679 0.55242 1.57978
H -2.84440 -1.56460 -0.61069
H -3.01491 -1.88960 1.11303
H -5.08818 -0.45414 -0.62393
H -5.20710 -2.11729 -0.04737
H -5.25853 -0.77927 1.10100
H 4.44798 2.21052 0.81272
*
```


An isolated molecule of C12H21N7O3 in a non-equilibrium geometry, computed with wB97M-V/def2-TZVPD.

Summary:
Relative energy (zero: lowest compared OMol25 entry of this formula, charge and spin) = 373.6 kJ/mol
Structure (SMILES) = [H]/N=C(/N)NCCC[C@H](N)C(=O)N[C@@H](Cc1c[nH]cn1)C(=O)O
Max |F| = 0.1248 hartree/bohr

Geometry as ORCA input:
```
! RIJCOSX wB97M-V def2-TZVPD def2/J DEFGRID3
* xyz 0 1
H 5.59175 1.09360 1.10051
N 5.43422 0.11589 0.67003
C 4.47385 0.03821 -0.21675
N 4.02152 -1.30797 -0.68574
N 3.67352 1.00387 -0.80756
C 2.19397 1.00390 -0.72179
C 1.71686 1.87840 0.46387
C 0.21418 1.74022 0.81116
C -0.76013 2.17463 -0.33778
N -0.47035 3.63395 -0.78142
C -2.14980 2.11190 0.21100
O -2.84952 3.08288 0.42060
N -2.69478 0.88487 0.49662
C -2.23262 -0.45347 0.07192
C -1.78892 -1.23872 1.38055
C -0.62402 -2.07731 0.99293
C 0.67257 -1.63341 1.28901
N 1.55852 -2.22002 0.29979
C 0.72952 -2.88670 -0.51636
N -0.62268 -2.77517 -0.17117
C -3.52763 -1.17136 -0.52558
O -4.62576 -0.67386 -0.64579
O -3.28391 -2.33447 -1.07373
H 4.86303 -1.91571 -0.46152
H 3.99522 -1.19773 -1.73206
H 4.16523 1.95654 -1.00546
H 1.82262 0.01998 -0.57328
H 1.84437 1.51852 -1.65529
H 2.33928 1.44084 1.32451
H 1.91358 2.90955 0.19510
H -0.05291 0.66376 1.04133
H -0.05002 2.36458 1.72196
H -0.85359 1.45794 -1.17063
H -1.53982 4.17634 -0.41339
H -0.71986 3.51236 -1.88017
H -3.75740 0.88359 0.24363
H -1.47973 -0.49323 -0.73510
H -1.48921 -0.29039 1.95762
H -2.65797 -1.65980 1.90456
H 1.07787 -1.07625 2.08955
H 2.47746 -1.95616 0.13758
H 1.07007 -3.62786 -1.19728
H -2.29328 -2.64248 -1.05786
*
```


A structure of composition C12H22Br2CaCl4F3NNaO5S in a non-equilibrium geometry, computed with wB97M-V/def2-TZVPD.

Summary:
E = -256523.9963 eV
Max |F| = 0.0778 hartree/bohr

Geometry as ORCA input:
```
! RIJCOSX wB97M-V def2-TZVPD def2/J DEFGRID3
* xyz -1 1
C 1.40907 -0.42545 -1.70688
C 0.99198 0.00293 -0.30086
C 0.08232 1.07731 -0.19058
C -0.33031 1.45832 1.09473
C 0.11592 0.82379 2.25141
C 1.01807 -0.24263 2.10481
C 1.51318 -0.94754 3.37543
O 2.98802 -0.97583 3.31134
S 3.47203 0.74115 3.24913
O 3.57787 1.29081 4.64880
O 5.03431 0.75030 2.69721
O 5.12278 1.45801 1.48263
C 1.45689 -0.65448 0.84236
H 2.49846 -0.41627 -1.84931
H 0.90484 0.20395 -2.46459
H 1.09732 -1.48564 -1.80793
H -0.30825 1.59878 -1.06633
H -1.05741 2.27751 1.17383
H -0.24127 1.12107 3.24399
H 1.22762 -0.35398 4.27274
H 1.10634 -1.95636 3.45630
H 4.31441 1.99238 1.36100
H 2.14092 -1.50798 0.74215
C -3.58597 -0.43290 -0.99183
Cl -1.91606 -0.38854 -0.39485
Cl -4.33783 -1.99183 -0.76169
Cl -4.55164 0.82949 -0.16136
H -3.57871 -0.20945 -2.05299
Cl 3.17812 -3.10793 3.10633
Br 1.54292 1.08877 -4.38290
C 1.75103 3.02629 -4.63199
C 1.14442 3.77582 -3.47667
Br -0.79846 3.81966 -3.59333
H 1.30714 3.27497 -5.59134
H 2.82473 3.19599 -4.68077
H 1.45625 4.81825 -3.49685
H 1.39178 3.34411 -2.50978
Ca 2.30368 -0.21969 -6.28928
F -4.53652 -3.42351 -2.82123
N -6.03126 0.83602 3.24968
H -5.55263 0.77032 2.34689
H -6.93584 0.36092 3.18711
H -5.45760 0.38801 3.96938
H -6.17551 1.81951 3.48839
C 2.11728 -4.15163 -0.95636
O 2.49180 -2.95979 -1.46104
H 1.14642 -4.16908 -0.39793
H 1.96626 -4.98838 -1.68239
H 2.80016 -4.62131 -0.20899
F -6.34300 -4.32555 -2.14605
Na 2.20710 2.00019 6.30855
F -7.98943 -3.98663 -2.88462
*
```


A cluster of 2 separate species, C12H22ClF3NP in total in a non-equilibrium geometry, computed with wB97M-V/def2-TZVPD.

Summary:
E = -44247.1858 eV
Structure (SMILES) = C#C[PH2](Cl)CCC(F)=C(F)F.CCN(CC)CC
Max |F| = 0.1362 hartree/bohr

Geometry as ORCA input:
```
! RIJCOSX wB97M-V def2-TZVPD def2/J DEFGRID3
* xyz 0 1
C 3.02355 2.03713 -0.74552
C 2.14166 2.97716 -1.04078
P 0.69074 4.06328 -1.60453
Cl 1.62793 4.27101 -3.54364
C -0.13421 3.75273 0.08981
C -1.74861 3.97828 0.08720
C -2.48176 2.74691 -0.63354
F -1.68506 1.53607 -0.80372
C -3.82809 2.70560 -1.10561
F -4.47089 1.39924 -1.09834
F -4.57590 3.82804 -1.60447
H 3.78460 1.23923 -0.39169
H 0.76233 5.48381 -1.36384
H -0.47358 3.59503 -2.31467
H 0.14371 2.69850 0.50474
H 0.33911 4.52052 0.82516
H -1.94121 4.99811 -0.40605
H -2.05869 4.01444 1.21027
C 0.02836 -5.11794 1.20889
C -0.08736 -3.92576 0.26443
N -0.25577 -2.64199 0.94362
C -0.62223 -1.55557 0.03439
C 0.39688 -1.14536 -1.02702
C 0.75373 -2.30256 1.94154
C 2.20929 -2.23134 1.48238
H -0.83824 -5.18108 1.87288
H 0.07583 -6.04425 0.62944
H 0.93389 -5.07138 1.81907
H -0.96235 -4.10632 -0.37031
H 0.78744 -3.92029 -0.39510
H -0.89490 -0.67051 0.62061
H -1.54706 -1.84273 -0.48053
H 1.21410 -0.56309 -0.59742
H -0.08612 -0.50855 -1.77366
H 0.81869 -2.00333 -1.55610
H 0.69012 -3.03235 2.75586
H 0.48874 -1.35145 2.41774
H 2.48360 -3.05764 0.82226
H 2.87084 -2.28016 2.35308
H 2.42689 -1.29144 0.97316
*
```